72
Properties=species:S:1:pos:R:3:forces:R:3:lowdin_charge:R:1 method="wB97M-V/def2-TZVPD" total_energy_ha=-3036.64841 gap_ev="6.00 / 7.23" multiplicity=3 charge=+3 mol_weight_g_mol=504.472 s_squared=2.0874 relative_energy_kj_mol=22.2 e_homo_ev="-16.624 / -17.475"
V -0.454938 0.735404 -0.489465 0.1095 -3.3833 -2.7323 0.480
P 1.522185 -0.609220 0.223490 1.4165 -0.3483 0.8587 0.788
P 1.118983 2.500672 -0.477267 1.4911 2.6254 0.4971 0.790
P -1.681935 -1.599532 -0.474750 -0.2514 -0.5560 -0.1351 0.840
H 0.231060 3.265522 -3.698212 -1.0331 -0.5385 -0.6499 0.052
C -0.529918 2.470209 -3.827825 0.2170 -0.1549 -1.0176 -0.052
C -1.763832 2.541915 -3.298385 0.1000 0.8964 0.0291 -0.046
H -2.087283 3.509591 -2.867938 0.3195 -0.7209 0.1652 0.077
C 2.795857 -1.328204 -0.890847 -0.2987 0.0986 -0.1243 -0.197
C 2.625027 0.362595 1.353602 0.0267 0.4552 0.0203 -0.232
C 1.227748 -1.970826 1.433969 -0.4522 -0.2488 0.0549 -0.205
C 0.339183 3.945383 -1.260634 0.0120 0.3379 -0.7246 -0.259
C 1.223394 3.401260 1.143074 0.2002 -0.5235 0.4567 -0.227
C 2.829954 2.446074 -1.257032 -0.5937 -0.2240 0.2029 -0.184
C -3.306556 -1.580096 -1.318413 -0.4395 0.4755 -0.2046 -0.226
C -2.065012 -2.353877 1.169925 0.1481 0.0435 -0.0427 -0.221
C -0.849159 -2.919855 -1.478562 0.3964 0.0679 -0.0204 -0.214
H -0.195845 1.740351 -4.598463 -0.4321 0.1115 1.0398 0.080
H -2.571188 1.804183 -3.382200 0.6295 0.1996 -0.3502 0.057
H 3.488663 -1.930507 -0.286797 -0.2190 0.1840 -0.0970 0.080
H 3.366855 -0.512817 -1.355939 -0.2034 -0.3379 -0.0384 0.053
H 2.348026 -1.971953 -1.661299 0.1651 0.2250 0.1998 0.050
H 3.406531 -0.334352 1.701093 -0.3603 0.2282 -0.1086 0.082
H 2.048150 0.734254 2.210403 0.1678 -0.2814 -0.1421 0.042
H 3.134494 1.227469 0.903578 -0.2757 -0.4792 0.1379 0.033
H 2.208350 -2.210123 1.900109 -0.5470 0.2100 -0.4448 0.084
H 0.826707 -2.895724 0.987108 0.1582 0.4814 0.1023 0.050
H 0.551628 -1.628816 2.236705 0.2340 -0.1580 -0.3720 0.051
H 0.849407 4.864497 -0.923505 -0.2242 -0.4159 -0.1309 0.088
H -0.738211 4.012864 -1.054094 0.3715 -0.0296 0.1848 0.064
H 0.437176 3.823768 -2.335484 0.0780 0.5754 0.5948 -0.011
H 1.986930 4.190936 1.060787 -0.2502 -0.2966 -0.0437 0.080
H 1.445621 2.776425 2.012273 0.0196 0.1664 -0.1945 0.027
H 0.243767 3.875863 1.297724 0.3005 -0.1578 -0.0558 0.065
H 3.418078 3.309266 -0.920070 -0.2706 -0.1008 -0.1223 0.081
H 2.696632 2.472352 -2.339446 -0.0245 0.1979 0.0078 0.059
H 3.400367 1.538329 -1.041346 -0.2393 0.2627 0.0680 0.013
H -4.054633 -2.072796 -0.675722 0.2191 0.2950 -0.3539 0.064
H -3.223136 -2.129887 -2.268380 -0.0870 0.2683 0.3998 0.050
H -3.620083 -0.553186 -1.562855 -0.0650 -0.4147 0.1856 0.050
H -3.106667 -2.690141 1.155601 0.2722 -0.0820 0.0777 0.058
H -1.950275 -1.641986 1.994427 -0.0524 -0.0687 -0.2212 0.022
H -1.399329 -3.201179 1.372114 -0.2852 0.1317 -0.0798 0.051
H -1.595149 -3.327550 -2.178308 0.3453 -0.0257 0.3933 0.065
H -0.435746 -3.728034 -0.862172 -0.2040 0.1751 -0.1108 0.059
H -0.036827 -2.507863 -2.099353 -0.3188 -0.1318 0.3359 0.010
C -0.878208 -0.821714 -4.074672 -0.2426 0.3132 1.0026 -0.430
C 0.382551 -1.422514 -4.375016 0.0134 -0.5579 -0.8419 0.002
C 0.446762 -2.284673 -5.457477 0.9547 0.4270 0.5438 -0.018
C -0.677741 -2.545231 -6.267752 0.0088 -0.2294 0.4459 0.017
C -1.871797 -1.860212 -6.020762 -0.7453 0.6508 0.1684 -0.020
C -1.985270 -0.967435 -4.975652 0.2006 -0.4064 -0.4308 0.046
O -1.074942 -0.222017 -2.968955 0.1149 0.2085 0.4870 -0.148
H 0.466799 -0.445670 -1.296523 -0.1535 0.6562 0.7476 0.005
H 1.206952 -1.177711 -3.694067 -0.1518 -0.3032 -0.5102 0.111
H 1.389694 -2.763424 -5.715219 -0.1805 0.0154 0.1414 0.128
H -0.633759 -3.330551 -7.024514 0.0555 0.4330 0.0732 0.139
H -2.727267 -2.022203 -6.657846 -0.0534 -0.0702 -0.1332 0.128
H -2.872195 -0.375481 -4.747987 0.0829 -0.3735 -0.2225 0.133
N -0.915005 0.891891 1.382954 -0.0867 -0.0939 1.9352 0.045
C -1.193784 0.860829 2.517132 -0.3996 0.3947 -1.0981 -0.059
C -1.637847 0.882274 3.843650 -0.1777 0.0085 1.0086 -0.220
C -3.005634 1.049036 4.173641 -0.1971 -0.1637 0.0042 0.010
C -3.403140 1.039861 5.510027 0.1407 -0.1108 -0.3295 -0.018
C -2.459797 0.875630 6.536284 0.0102 0.1555 -0.2735 0.005
C -1.108312 0.733708 6.213241 0.2564 -0.1545 -0.2286 -0.023
C -0.698195 0.728432 4.878169 0.1474 -0.2337 0.6377 -0.006
H -3.740536 1.128750 3.371912 0.1280 0.1020 0.2905 0.130
H -4.460270 1.127673 5.752349 0.2410 0.0479 -0.0798 0.130
H -2.773015 0.861406 7.587289 0.0922 -0.0002 -0.5186 0.140
H -0.373766 0.586261 7.011116 -0.2527 0.1112 -0.3857 0.133
H 0.346671 0.553924 4.638259 -0.0762 0.1389 0.0712 0.118